The following is a DFT calculation (ωB97M-V with the def2-TZVPD basis set) of C24H32N4O4RhSi as an isolated structure at a distorted geometry.

Structure (XYZ):
```
66
Properties=species:S:1:pos:R:3:forces:R:3
Rh -0.6355 -1.0764 0.0554 -0.98 1.68 -0.18
O -2.0511 -1.3805 1.5122 0.33 -0.35 3.15
C -1.8234 -1.7002 2.7453 -1.03 0.51 -2.03
C -0.6357 -2.1830 3.3045 1.84 -0.34 -0.48
C -0.5495 -2.5673 4.6590 0.44 -0.14 0.25
C 0.6404 -3.0464 5.1801 -0.93 0.45 -0.79
C 1.7894 -3.1899 4.3984 -0.27 0.30 -1.05
C 1.7368 -2.8349 3.0629 0.42 -0.38 0.63
C 0.5615 -2.3372 2.4767 -1.53 0.52 0.09
O 0.5506 -2.0256 1.2272 1.87 -0.69 0.47
N 0.7041 -3.4322 6.5716 -0.17 -0.11 0.53
O 1.7473 -3.8965 6.9726 0.25 -0.09 0.07
O -0.2894 -3.2650 7.2448 -0.23 0.04 0.14
H -2.6784 -1.5753 3.4104 -0.12 -0.16 0.08
H -1.4228 -2.5105 5.2889 -0.06 0.05 0.19
H 2.6876 -3.5855 4.8468 0.05 0.02 -0.01
H 2.6003 -2.9579 2.4301 0.10 0.03 -0.10
C 1.8665 -1.7853 -5.1973 0.66 0.44 0.59
Si 2.6597 -0.8539 -3.7283 -0.34 -0.03 -0.27
C 4.3129 -1.5930 -3.1542 -0.66 0.25 -0.25
C 2.8464 1.0047 -4.1400 -0.04 -0.78 0.19
C 1.3950 -1.0107 -2.3615 0.11 0.06 -0.07
C 0.5417 -1.1055 -1.4952 0.90 0.60 0.43
H 2.5405 -1.7578 -6.0480 0.08 -0.04 -0.23
H 0.9250 -1.3333 -5.4942 -0.12 0.15 0.01
H 1.6752 -2.8240 -4.9490 0.01 -0.17 0.10
H 5.0431 -1.5674 -3.9586 0.09 0.03 -0.15
H 4.1945 -2.6268 -2.8431 -0.08 -0.16 0.02
H 4.7242 -1.0404 -2.3137 0.00 0.13 0.11
H 3.5302 1.1309 -4.9745 0.13 0.00 -0.16
H 3.2486 1.5695 -3.3040 0.09 0.03 0.20
H 1.9002 1.4579 -4.4215 -0.20 -0.02 -0.05
C -5.2199 1.7700 -3.3433 -0.07 0.02 -0.03
C -4.1635 1.0344 -2.5951 0.42 -0.19 0.21
C -4.3746 0.4987 -1.3274 0.12 0.01 -0.25
C -3.3561 -0.1585 -0.6663 -0.17 -0.03 0.14
N -2.1212 -0.3083 -1.1716 -0.23 0.53 -0.38
C -1.9188 0.1799 -2.4103 0.23 -0.01 -0.22
C -2.8887 0.8386 -3.1315 -0.33 -0.01 0.13
H -6.1418 1.8228 -2.7733 -0.09 0.05 0.02
H -5.4273 1.2737 -4.2898 -0.02 -0.02 -0.07
H -4.8864 2.7817 -3.5729 -0.02 0.04 -0.01
H -5.3378 0.5838 -0.8519 -0.12 -0.01 0.10
H -3.5386 -0.5876 0.3074 0.08 0.07 -0.01
H -0.9375 0.0292 -2.8415 0.00 -0.02 0.18
H -2.6587 1.1989 -4.1238 0.10 0.01 -0.04
C -0.5827 1.4189 2.1824 -0.55 -0.04 0.76
C -0.0867 2.8213 2.6575 -0.04 -0.17 -0.07
N 0.8228 3.3524 1.6754 0.31 1.00 0.42
C 1.9658 2.4902 1.5268 -0.01 -0.31 -0.08
C 1.4817 1.0889 1.0346 1.12 -0.10 0.03
N 0.0275 1.1119 0.8940 -0.58 -2.27 -1.13
C -0.3491 2.1304 -0.0817 -0.28 0.66 -0.77
C 0.1574 3.5234 0.4119 -0.15 -0.23 -0.15
H -1.6684 1.4110 2.0732 0.04 -0.10 -0.06
H -0.2993 0.6520 2.9056 -0.01 -0.07 -0.12
H 0.4314 2.7435 3.6136 -0.06 -0.01 0.00
H -0.9244 3.5097 2.7730 0.00 -0.06 0.04
H 2.4753 2.4089 2.4873 0.04 -0.01 -0.05
H 2.6531 2.9350 0.8065 0.02 -0.04 0.04
H 1.7611 0.3177 1.7537 -0.12 -0.07 -0.13
H 1.9254 0.8389 0.0693 -0.15 -0.12 0.08
H -1.4350 2.1412 -0.1867 0.04 -0.15 -0.01
H 0.0977 1.8784 -1.0448 -0.08 -0.14 0.08
H -0.6773 4.2140 0.5398 0.03 -0.01 -0.06
H 0.8588 3.9541 -0.3036 -0.06 0.00 0.00
```
Positions in Å, forces in eV/Å.

Its HOMO-LUMO gap (spin up / spin down) is 6.14 / 6.16 eV. Its LUMO energy (spin up / spin down) is -5.34 / -5.33 eV. The total energy comes out at -1853.388634 a.u. As for the highest occupied orbital energy (spin up / spin down): -0.42189 / -0.42214 Eh. As for the charge: +1.


The following is a DFT calculation (ωB97M-V with the def2-TZVPD basis set) of C21H28N3O6P2Tl as an isolated structure at a distorted geometry.

Structure (XYZ):
```
61
Properties=species:S:1:pos:R:3:forces:R:3
Tl 0.3396 -0.5117 0.5882 -1.13 0.64 0.41
C -5.4109 -0.1647 1.4560 0.10 -0.33 -0.65
C -4.6263 -0.6647 0.2175 -0.75 1.12 0.84
C -4.1583 0.2154 -0.7429 -0.30 1.73 0.85
C -3.4677 -0.1673 -1.8638 -0.30 -0.39 -0.07
C -3.2377 0.7766 -3.0032 1.26 -0.80 0.61
C -3.1124 -1.4995 -1.9296 -0.04 -1.38 0.17
C -3.6393 -2.4655 -1.0518 1.13 1.24 0.17
C -3.1430 -3.8765 -1.1874 -0.80 0.47 -1.20
C -4.3665 -1.9889 0.0369 -0.41 -1.82 0.20
H -4.8137 0.5589 2.0020 0.21 -0.02 0.24
H -5.6695 -1.0134 2.1088 0.19 0.35 -0.16
H -6.3513 0.3687 1.2244 0.39 -0.38 -0.27
H -4.2223 1.2919 -0.5245 -0.46 -0.32 -0.34
H -4.1574 0.9830 -3.5040 -0.60 0.09 -0.46
H -2.5215 0.2967 -3.6746 -0.13 0.33 -0.23
H -2.8271 1.6930 -2.6278 0.26 0.71 0.01
H -2.3065 -1.8456 -2.5683 -0.35 0.13 -0.62
H -3.9568 -4.6069 -1.1804 0.07 0.05 -0.19
H -2.4938 -4.1148 -0.3922 0.92 -0.33 0.97
H -2.5791 -3.9054 -2.1348 -0.25 -0.48 0.43
H -4.7121 -2.6919 0.8001 0.01 0.04 -0.25
N 3.6783 -3.7076 0.0752 -0.08 0.67 -0.39
C 2.9718 -2.7454 -0.9576 1.32 -0.64 0.25
C 3.8442 -2.7381 -2.1977 0.40 -0.61 -0.47
P 3.0951 -1.1183 -0.1016 -0.46 1.02 -1.90
O 4.7101 -0.9881 -0.2233 0.78 1.21 1.70
O 2.3888 -0.0360 -0.9092 0.85 -1.43 1.09
O 2.7118 -1.3858 1.3139 0.06 0.07 0.48
P 1.2735 -3.4921 -1.2187 -1.26 0.05 1.27
O 1.0433 -3.8045 -2.7747 0.65 -0.45 -0.30
O 1.4046 -4.7738 -0.4309 -0.14 0.61 -0.50
O 0.2395 -2.4380 -0.9052 0.82 -0.70 -0.11
H 4.4056 -4.2796 -0.3773 -0.66 0.11 0.26
H 2.9178 -4.2585 0.5091 -0.05 -0.45 -0.44
H 4.1032 -3.1188 0.7873 0.17 0.01 0.20
H 4.9333 -2.6263 -1.9711 -0.94 0.07 -0.15
H 3.5008 -1.9072 -2.7965 0.17 0.27 -0.36
H 3.6895 -3.6525 -2.7986 0.14 0.31 0.23
H 5.0606 -0.4126 0.5265 -0.64 -1.01 -1.41
H 1.3144 -4.7121 -2.9967 -0.14 0.37 0.13
C -0.2939 3.5572 4.9579 0.12 0.22 -0.67
C 0.8296 4.3616 4.7218 0.40 -0.41 0.85
C 1.4089 4.3900 3.4515 -1.12 -0.39 0.16
C 0.8883 3.5870 2.4257 0.22 -0.10 1.55
N -0.1781 2.7937 2.6493 0.66 0.82 -0.94
C -0.7627 2.8702 3.8161 -0.72 -0.47 1.50
C 1.5249 3.5877 1.1049 -0.62 -0.88 -2.27
C 2.5351 4.4738 0.7321 -0.30 0.05 -0.38
C 2.8285 4.5833 -0.6248 0.59 -0.31 -0.70
C 2.2273 3.7399 -1.5491 0.23 0.40 -0.55
C 1.2876 2.8448 -1.1001 -0.24 -0.45 0.40
N 0.9506 2.7583 0.1709 -0.01 0.69 1.29
H -0.8205 3.4382 5.9332 0.63 0.30 -0.95
H 1.3701 4.8855 5.5390 -0.74 -0.22 -0.59
H 2.2102 5.0692 3.2761 0.53 0.19 -0.08
H -1.6848 2.2871 3.8939 0.23 0.03 0.12
H 3.0418 5.1049 1.4484 -0.07 0.03 -0.05
H 3.5645 5.2788 -1.0336 -0.11 -0.03 0.55
H 2.4522 3.7388 -2.6215 0.08 0.34 0.50
H 0.7680 2.1776 -1.7932 0.24 0.06 0.24
```
Positions in Å, forces in eV/Å.

Its HOMO-LUMO gap is 8.34 eV. Its LUMO energy is 0.20 eV. The total energy comes out at -2288.147509 a.u. As for the highest occupied orbital energy: -0.29931 Eh. As for the charge: 0. The relative energy (zero: lowest compared OMol25 entry of this formula, charge and spin) comes out at 14.6 kcal/mol.


The following is a DFT calculation (ωB97M-V with the def2-TZVPD basis set) of C8H23N7O7Zn as an isolated structure at a distorted geometry.

Structure (XYZ):
```
46
Properties=species:S:1:pos:R:3:forces:R:3
Zn -12.6684 -8.2322 -11.5210 -0.92 0.00 -1.05
C -14.0444 -9.5444 -13.0867 -0.58 0.03 -0.37
O -14.8104 -10.1900 -13.8037 0.42 0.22 0.35
O -13.7314 -8.2734 -13.2722 -0.05 0.36 0.16
O -13.4604 -10.0321 -11.9900 0.43 -0.55 0.22
C -15.4502 -8.1009 -9.9712 -0.61 -0.30 -1.13
O -14.2763 -7.8365 -10.2155 0.42 0.30 1.01
N -16.3718 -8.0761 -10.9706 0.27 0.21 0.54
N -15.9080 -8.4564 -8.7436 -0.09 0.16 0.15
H -16.0382 -7.8366 -11.8915 0.03 -0.15 -0.12
H -17.3507 -8.1852 -10.7897 -0.05 -0.09 -0.17
H -15.2793 -8.5971 -7.9764 0.19 0.05 -0.12
H -16.8701 -8.7010 -8.6059 -0.01 -0.06 -0.01
C -13.0599 -12.2342 -9.3508 -0.74 -0.55 0.47
O -13.1050 -13.0315 -8.4072 0.34 0.61 -0.54
N -14.0264 -11.3015 -9.5864 0.92 -0.26 0.28
N -12.0346 -12.2143 -10.2707 0.23 0.13 0.33
H -14.8393 -11.3855 -9.0088 -0.19 0.10 -0.19
H -13.9443 -10.7681 -10.4557 -0.62 0.14 -0.15
H -12.2213 -11.7962 -11.1718 -0.12 -0.05 -0.06
H -11.4055 -12.9927 -10.1953 -0.06 -0.11 -0.19
C -11.8652 -5.1288 -10.7689 0.16 0.16 -0.22
O -11.9411 -6.3481 -10.9124 0.20 0.42 0.41
N -12.4049 -4.2691 -11.6664 0.07 -0.19 0.30
N -11.1634 -4.5861 -9.7320 -0.23 -0.40 -0.33
H -12.9920 -4.6688 -12.3780 -0.03 0.10 -0.05
H -12.3519 -3.2779 -11.5322 -0.15 0.05 -0.13
H -10.7286 -5.2489 -9.1176 0.02 0.14 0.16
H -11.1004 -3.6027 -9.5573 0.03 0.03 0.04
C -8.6739 -9.7226 -12.1511 -0.06 -0.22 -0.42
C -10.1431 -9.5448 -11.7916 0.33 0.33 0.75
C -10.2688 -9.3763 -10.2693 0.00 -0.34 -0.60
O -11.6090 -9.0563 -9.9178 0.81 -0.26 0.21
C -11.7258 -8.8943 -8.5290 -0.06 0.25 0.83
N -10.7418 -8.3702 -12.4525 0.57 -0.10 -0.35
H -8.0364 -8.9652 -11.6886 -0.07 -0.07 0.20
H -8.5408 -9.5967 -13.2284 -0.06 -0.17 -0.01
H -8.3233 -10.7225 -11.8917 0.12 0.10 0.10
H -10.7316 -10.4318 -12.0248 -0.04 0.18 -0.45
H -9.5594 -8.6090 -9.9322 -0.20 0.16 0.17
H -10.0254 -10.3318 -9.7992 0.17 0.03 0.06
H -11.1773 -8.0012 -8.2013 -0.07 0.04 -0.05
H -11.3260 -9.7435 -7.9664 0.05 -0.17 -0.31
H -12.7690 -8.7971 -8.2512 -0.10 0.09 -0.30
H -10.7395 -8.4986 -13.4631 -0.54 -0.33 0.11
H -10.1316 -7.5593 -12.3529 -0.11 -0.05 0.48
```
Positions in Å, forces in eV/Å.

Its HOMO-LUMO gap is 6.80 eV. Its LUMO energy is -0.22 eV. The total energy comes out at -3008.132648 a.u. As for the highest occupied orbital energy: -0.25810 Eh. As for the charge: 0. The relative energy (zero: lowest compared OMol25 entry of this formula, charge and spin) comes out at 0.0 kcal/mol.